Formula: C4H7NO2
Source: OMol25
Level of theory: wB97M-V/def2-TZVPD

CARTESIAN COORDINATES (ANGSTROEM)
C1 -0.9206 0.4848 0.8334
C2 -2.2432 0.4896 0.5291
C3 -0.0718 -0.5874 0.0743
C4 1.2431 0.1301 -0.5659
N1 -0.7918 -1.2166 -0.9135
O1 -2.6742 -0.2567 -0.4093
O2 0.4298 -1.5498 1.0063
H1 -0.3036 1.0256 1.4995
H2 -2.9869 0.8309 1.2546
H3 1.9495 0.2800 0.2869
H4 1.0329 1.1084 -0.9326
H5 1.6899 -0.4576 -1.2287
H6 -0.8497 -0.7408 -1.7714
H7 -0.4331 -1.9796 1.1724

Cartesian forces (eV/Å) of the 2 atoms listed first:
C 1.690 -1.079 -1.527
C -0.386 -1.342 0.103

## Properties
- HOMO (alpha / beta) (eV) = -8.9 / -9.4
- E_tot (eV) = -9841.8741
- ΔE to the lowest compared entry with this formula, charge and spin (kJ/mol) = 521.6